Record 1
47
Properties=species:S:1:pos:R:3:mulliken_charge:R:1 method="wB97M-V/def2-TZVPD" total_charge=+2 total_energy_ha=-4005.79381 fmax_ev_per_a=8.74 molar_mass_g_mol=500.4
C -0.74304 0.74493 -2.15522 0.2595
C -1.54510 -0.20219 -1.42347 0.9861
H -1.17886 1.05791 -3.11968 0.4443
H 0.27089 0.32142 -2.31557 -0.3556
H -0.53121 1.61429 -1.49594 -0.5556
O -2.62205 -0.66150 -1.59771 -0.1200
I 0.57869 -0.92515 1.76716 0.1338
Ga 2.85350 1.89625 -0.26290 0.8306
P -0.44430 1.99848 0.73297 0.1388
C -1.98465 1.54388 1.66953 -1.0734
C 0.34381 2.93217 2.11569 -1.0527
H -0.36120 3.72819 2.40932 0.4188
H -1.55761 4.18980 0.61021 0.5107
H 1.29460 3.35619 1.75661 0.4384
H -0.36418 3.96293 -0.72921 0.3914
H -1.67015 1.09335 2.62662 0.3933
H 0.52621 2.22418 2.93637 0.3401
C -1.16788 3.48394 -0.14402 -1.4081
H -2.61070 2.44943 1.82427 0.5093
H -1.97121 3.18245 -0.83875 0.4492
H -2.52909 0.76720 1.10280 0.2046
P 1.22652 -1.33775 -1.05075 0.0507
C 0.31933 -2.91847 -0.75105 -1.2266
C 1.44863 -1.59621 -2.91128 -1.4873
H 3.65097 -1.13668 -0.79994 0.3902
H 3.10143 -2.81004 -1.26919 0.4103
H 2.91742 -2.23369 0.44693 0.4188
C 2.91915 -1.94258 -0.61222 -0.9199
H 2.06011 -0.77925 -3.33548 0.4123
H 1.97422 -2.55797 -3.04272 0.5122
H 0.67691 -3.66982 -1.47610 0.5055
H -0.76307 -2.73215 -0.82767 0.2292
H 0.47842 -1.62458 -3.43799 0.4311
H 0.54224 -3.23557 0.27763 0.5012
Cl 4.76625 2.91359 -0.49107 -0.2641
C -4.01827 -3.35122 0.71300 -0.8308
N -3.45416 -2.91020 1.98687 0.1325
C -3.74756 -3.57196 3.26308 -0.9421
C -2.52595 -1.94436 1.99928 -0.1942
O -2.16940 -1.33282 0.97094 -0.3932
H -5.11121 -3.32038 0.77838 0.3873
H -3.67519 -4.37285 0.50126 0.3630
H -3.71210 -2.70995 -0.12396 0.1595
H -2.79459 -3.97605 3.66180 0.3369
H -4.09426 -2.79152 3.96503 0.3286
H -4.49450 -4.37077 3.17530 0.3518
H -2.07274 -1.73935 3.00036 0.4537



Record 2
79
Properties=species:S:1:pos:R:3:mulliken_charge:R:1 method="wB97M-V/def2-TZVPD" total_charge=-1 e_above_lowest_kj_mol=46.6 fmax_ev_per_a=0.60 molar_mass_g_mol=1019.6
Ta 0.00075 0.54690 0.72641 1.3972
O -3.36596 1.77077 -1.20606 -0.6736
C -2.63844 0.93351 -0.74255 -0.0685
O -1.32816 1.12468 -0.59843 -0.2434
C -3.14600 -0.41389 -0.33548 0.8615
C -4.47717 -0.70650 -0.59047 -0.8868
C -4.97809 -1.95045 -0.26760 -0.5588
C -4.17904 -2.93601 0.28824 -0.4579
C -2.85819 -2.64436 0.51112 -0.2877
C -2.30597 -1.37777 0.25424 0.6926
O -1.07137 -1.12201 0.61172 0.5028
N -1.99903 -3.72527 1.01654 0.9763
O -0.96408 -3.92341 0.42169 -0.5096
O -2.40856 -4.35936 1.96928 -0.6152
N -6.38916 -2.25245 -0.52930 1.0252
O -7.07952 -1.37061 -0.99947 -0.6231
O -6.78941 -3.36675 -0.24806 -0.6431
H -5.10620 0.04904 -1.03740 0.6421
H -4.57946 -3.90779 0.53575 0.6286
F 0.55307 2.69108 -1.81649 -0.3511
C 0.85213 3.33876 -0.68103 0.9671
C 0.76875 2.69414 0.54590 -0.6767
C 1.20243 3.45845 1.61564 0.0342
F 1.22280 2.94348 2.86332 -0.3565
C 1.65144 4.76320 1.51478 -0.0205
F 2.05469 5.44629 2.59444 -0.3264
C 1.68853 5.36369 0.27182 0.7695
F 2.12121 6.62160 0.14279 -0.3202
C 1.28893 4.64408 -0.83750 0.1387
F 1.34838 5.21427 -2.04706 -0.3207
C 2.39828 -3.47806 -2.78837 -0.6362
C 1.10746 -3.06245 -2.40313 -0.7750
C 0.93994 -1.94137 -1.64301 -0.5977
C 2.03966 -1.15741 -1.20412 1.4840
C 1.88079 0.02246 -0.38698 -0.5982
C 3.03104 0.72382 -0.09080 0.2274
C 4.31745 0.31606 -0.50757 -1.1461
C 4.46766 -0.81723 -1.24408 -1.0142
C 3.33284 -1.57622 -1.61695 1.1473
C 3.48158 -2.74511 -2.40483 -0.9043
H 2.52456 -4.37223 -3.38582 0.3758
H 0.24094 -3.63918 -2.69996 0.4125
H -0.06066 -1.65222 -1.36131 0.3164
H 2.98112 1.62228 0.51055 0.2327
H 5.17875 0.90837 -0.22145 0.4557
H 5.44814 -1.15336 -1.56273 0.3423
H 4.48222 -3.04294 -2.69782 0.3798
O -0.38982 -0.93157 8.67256 -0.4948
C -1.38719 -1.22820 7.80147 0.5814
O -2.21220 -2.04271 8.11024 -0.5673
C -1.34460 -0.54637 6.47464 1.0432
C -0.23707 0.15438 6.00336 -0.9399
C -0.26537 0.78611 4.77246 -0.6715
C -1.40571 0.72016 3.97491 0.6054
S -1.54363 1.55447 2.42250 -0.5194
C -2.51122 0.00544 4.44122 -0.6868
C -2.47950 -0.62040 5.67298 -0.6819
H 0.16025 -0.22922 8.31062 0.3141
H 0.68878 0.20197 6.56828 0.1456
H 0.59886 1.32883 4.42668 0.4729
H -3.39521 -0.05759 3.82008 0.4485
H -3.33182 -1.18037 6.03311 0.4202
O 1.35101 -2.45518 2.45651 -0.6249
C 1.74425 -1.32310 2.50254 -0.5944
O 0.95180 -0.26709 2.23036 0.0994
C 3.14818 -0.95523 2.84970 0.3536
C 4.08492 -1.97875 2.89213 -0.8038
C 5.43007 -1.72315 3.16185 -1.0424
C 5.77225 -0.41381 3.39130 1.0961
O 7.01256 0.10148 3.65570 -0.5096
C 6.81011 1.49272 3.90828 -0.3028
O 5.45902 1.80806 3.59785 -0.5287
C 4.83794 0.60546 3.35900 1.0688
C 3.51718 0.37675 3.08665 -0.9947
H 3.74387 -2.98581 2.69645 0.5540
H 6.16882 -2.51164 3.18397 0.4440
H 7.47533 2.07445 3.26952 0.2598
H 7.00222 1.69840 4.96575 0.2619
H 2.79851 1.18101 3.04463 0.3960



Record 3
9
Properties=species:S:1:pos:R:3:mulliken_charge:R:1 method="wB97M-V/def2-TZVPD" e_above_lowest_kj_mol=280.1 fmax_ev_per_a=4.22 molar_mass_g_mol=88.1
C -0.72097 -0.27053 1.46378 -0.4266
C 0.64846 -0.55318 1.34770 -0.3883
O -0.01977 1.76377 -1.38886 -0.7908
O -0.36748 -0.98367 -1.76188 -0.4819
Si -0.12616 -0.29590 -0.28151 0.6230
H -1.41244 -0.54519 2.20799 0.3691
H 1.40748 -0.82971 2.03559 0.4195
H 0.94016 1.89464 -1.30277 0.2757
H -0.34928 -0.18022 -2.32003 0.4003



Record 4
31
Properties=species:S:1:pos:R:3:mulliken_charge:R:1 method="wB97M-V/def2-TZVPD" total_charge=+1 e_above_lowest_kj_mol=533.3 fmax_ev_per_a=1.86 molar_mass_g_mol=196.3
C -1.83940 0.55472 -0.11275 -0.4988
C 0.45629 0.78186 -0.79513 -0.8654
C -2.08339 1.83988 -0.51784 -0.9233
C 0.21435 2.06258 -1.21994 -0.5974
C -0.55328 -0.02038 -0.22502 0.9480
C -1.06448 2.62601 -1.08704 0.7864
C -0.44607 4.70112 -2.06691 -0.8298
C 1.20034 -3.80317 1.11839 -1.2578
C 2.08568 -1.00405 2.15187 -1.0687
C -0.23811 -1.33609 0.20147 -0.3516
N -1.34543 -2.10080 0.83055 0.0028
O -1.40220 3.85810 -1.45113 -0.4387
Si 1.51779 -1.99366 0.62351 0.3801
H -2.66551 0.00885 0.31847 0.2860
H 1.44176 0.36527 -0.91169 0.2532
H -3.05750 2.28294 -0.40649 0.4414
H 1.01693 2.63483 -1.65441 0.4304
H -0.95999 5.64227 -2.25072 0.2423
H -0.10606 4.28014 -3.01651 0.3611
H 0.41091 4.87749 -1.41137 0.3457
H 0.72571 -4.37494 0.32376 0.4012
H 2.15548 -4.28446 1.30447 0.3177
H 0.62690 -3.91696 2.03822 0.4070
H 1.95663 0.06602 2.00991 0.3692
H 1.53978 -1.28462 3.04919 0.3343
H 3.13757 -1.17869 2.35337 0.3615
H -0.34603 -2.56510 -1.59722 0.0897
H -2.18601 -2.06506 0.23986 0.4297
H -1.02022 -3.07423 0.92685 0.3566
H -1.57320 -1.71987 1.75933 0.3702
H 2.40075 -1.86001 -0.52504 -0.0832



Record 5
9
Properties=species:S:1:pos:R:3:mulliken_charge:R:1 method="wB97M-V/def2-TZVPD" e_above_lowest_kj_mol=199.0 fmax_ev_per_a=2.34 molar_mass_g_mol=130.3
F -0.35154 4.03077 -2.29745 -0.1419
F -1.91701 3.93913 -0.58371 -0.2606
Si -0.43336 0.82928 0.55769 0.5894
Si -1.88914 3.84851 -2.23986 0.3972
S -1.54628 -0.75944 -0.12743 -0.2929
H -0.97032 1.31561 1.77403 -0.1318
H -0.66393 1.94716 -0.37644 -0.1727
H 0.98085 0.47945 0.53351 -0.1216
H -2.33959 -0.80971 0.91057 0.1348